(1)
{"formula": "C22H65NO10", "method": "ωB97M-V/def2-TZVPD", "total_energy_ev": -45829.49833, "molar_mass_da": 503.8, "smiles": "COC[C@H](C)N.CCO.CCO.CCO.CCO.CCO.CCO.CCO.CCO.CCO", "e_lumo_ev": 0.484, "total_charge": 0, "symbols": ["C", "C", "O", "H", "H", "H", "H", "H", "H", "C", "C", "O", "H", "H", "H", "H", "H", "H", "C", "C", "O", "H", "H", "H", "H", "H", "H", "C", "C", "O", "H", "H", "H", "H", "H", "H", "C", "C", "O", "H", "H", "H", "H", "H", "H", "C", "C", "O", "H", "H", "H", "H", "H", "H", "C", "C", "O", "H", "H", "H", "H", "H", "H", "C", "C", "O", "H", "H", "H", "H", "H", "H", "C", "C", "O", "H", "H", "H", "H", "H", "H", "C", "C", "C", "O", "C", "N", "H", "H", "H", "H", "H", "H", "H", "H", "H", "H", "H"], "positions_angstrom": [[-1.574, 0.404, -5.767], [-0.533, 0.173, -4.787], [-0.744, 0.982, -3.635], [-1.460, -0.121, -6.690], [-1.525, 1.458, -6.088], [-2.545, 0.174, -5.368], [0.419, 0.331, -5.289], [-0.578, -0.872, -4.508], [-0.176, 0.625, -2.921], [4.323, -0.793, -0.562], [3.763, -1.010, 0.775], [4.055, 0.103, 1.514], [3.842, 0.030, -1.103], [4.109, -1.667, -1.171], [5.411, -0.679, -0.593], [4.099, -1.919, 1.219], [2.682, -1.151, 0.671], [3.750, 0.119, 2.431], [-3.350, -0.841, -2.773], [-3.160, -2.229, -2.112], [-1.743, -2.638, -2.276], [-4.372, -0.489, -2.638], [-3.072, -1.011, -3.826], [-2.654, -0.199, -2.262], [-3.789, -3.056, -2.479], [-3.255, -2.169, -1.041], [-1.381, -1.866, -2.692], [-5.182, 2.471, -0.417], [-5.194, 3.343, 0.774], [-6.317, 3.073, 1.604], [-5.161, 1.424, -0.128], [-4.290, 2.674, -0.982], [-6.015, 2.609, -1.064], [-5.243, 4.390, 0.457], [-4.229, 3.282, 1.303], [-6.311, 3.515, 2.478], [-2.782, -0.021, 2.832], [-3.919, -0.573, 2.013], [-3.658, -1.942, 1.713], [-2.799, 1.053, 3.107], [-1.879, -0.141, 2.213], [-2.704, -0.565, 3.726], [-3.992, -0.079, 1.050], [-4.848, -0.384, 2.562], [-4.457, -2.408, 1.552], [-0.622, -4.294, 2.514], [0.832, -3.893, 2.339], [1.447, -4.587, 1.253], [-0.637, -5.381, 2.821], [-1.148, -4.139, 1.611], [-1.114, -3.648, 3.295], [1.317, -4.278, 3.223], [0.934, -2.859, 2.216], [1.312, -4.010, 0.490], [-0.330, 1.670, -0.383], [-0.173, 0.237, -0.063], [0.686, -0.281, -1.030], [-0.948, 2.076, 0.379], [-0.801, 1.819, -1.349], [0.619, 2.117, -0.387], [-1.216, -0.178, -0.100], [0.225, 0.083, 0.948], [0.838, -1.244, -1.023], [1.601, -3.255, -3.464], [1.447, -3.928, -2.132], [0.927, -3.058, -1.104], [2.240, -2.386, -3.391], [0.744, -2.946, -4.018], [2.116, -3.944, -4.156], [2.469, -4.084, -1.795], [0.909, -4.868, -2.174], [-0.017, -3.008, -1.046], [4.292, 4.369, -3.008], [3.852, 3.390, -1.932], [4.564, 3.696, -0.719], [3.648, 4.233, -3.896], [5.376, 4.164, -3.200], [4.184, 5.398, -2.646], [4.103, 2.319, -2.093], [2.799, 3.462, -1.750], [4.173, 3.001, -0.130], [1.903, 2.842, 2.280], [0.909, 2.217, 3.309], [1.219, 0.761, 3.668], [2.528, 0.490, 4.127], [2.603, -0.448, 5.162], [0.814, 3.178, 4.380], [1.512, 3.713, 1.840], [2.100, 2.120, 1.453], [2.871, 3.007, 2.701], [-0.037, 2.133, 2.770], [1.112, 0.159, 2.776], [0.521, 0.502, 4.428], [2.215, -1.456, 4.926], [2.099, -0.100, 6.025], [3.629, -0.617, 5.417], [1.711, 3.334, 4.803], [0.082, 2.990, 5.013]], "mulliken_charge": [-1.3945, 0.2984, -0.5544, 0.3927, 0.3198, 0.2890, 0.4101, -0.0923, 0.1574, -1.0761, 0.4300, -0.5346, 0.0597, 0.2624, 0.3704, 0.4611, -0.2295, 0.2654, -0.9545, 0.0835, -0.5487, 0.4015, 0.2246, 0.1928, 0.3589, -0.0351, 0.1778, -0.9539, -0.1805, -0.5640, 0.1217, 0.3236, 0.4394, 0.3459, 0.1683, 0.3075, -0.9155, 0.0369, -0.5017, 0.3621, 0.0043, 0.4255, -0.0794, 0.4110, 0.2485, -0.8868, 0.2629, -0.6149, 0.2992, 0.1797, 0.2624, 0.3583, -0.1847, 0.2938, -1.8894, 3.0923, -0.0040, 0.3268, 0.6333, 0.1877, -0.4013, -1.4618, -0.0405, -1.0794, -0.3171, -0.2387, 0.2397, 0.2241, 0.4162, 0.3230, 0.3661, 0.1490, -1.2027, 0.3007, -0.5614, 0.3362, 0.2922, 0.3020, 0.1041, 0.1272, 0.2895, -1.3576, 0.8573, -0.3770, -0.3969, -0.8466, -0.6488, 0.5373, -0.1263, 0.4826, -0.1546, -0.1696, 0.5508, 0.2506, 0.3906, 0.3021, 0.2456, 0.2415]}

=====

(2)
{"formula": "C22H66BrMnO11", "method": "ωB97M-V/def2-TZVPD", "total_energy_ev": -147761.97668, "molar_mass_da": 641.6, "e_lumo_ev": [-2.958, -3.281], "spin_multiplicity": 6, "total_charge": 1, "s2": 8.75, "symbols": ["Mn", "Br", "C", "C", "O", "H", "H", "H", "H", "H", "H", "C", "C", "O", "H", "H", "H", "H", "H", "H", "C", "C", "O", "H", "H", "H", "H", "H", "H", "C", "C", "O", "H", "H", "H", "H", "H", "H", "C", "C", "O", "H", "H", "H", "H", "H", "H", "C", "C", "O", "H", "H", "H", "H", "H", "H", "C", "C", "O", "H", "H", "H", "H", "H", "H", "C", "C", "O", "H", "H", "H", "H", "H", "H", "C", "C", "O", "H", "H", "H", "H", "H", "H", "C", "C", "O", "H", "H", "H", "H", "H", "H", "C", "C", "O", "H", "H", "H", "H", "H", "H"], "positions_angstrom": [[-2.037, -0.384, -1.404], [0.134, -0.206, -0.085], [3.402, -2.069, 3.971], [2.423, -1.494, 2.814], [2.934, -1.692, 1.479], [3.906, -2.987, 3.669], [3.077, -1.917, 5.000], [4.138, -1.265, 3.960], [2.096, -0.471, 3.000], [1.524, -2.111, 2.785], [2.340, -1.400, 0.784], [-0.900, 3.771, 3.569], [-0.523, 2.276, 3.753], [-1.217, 1.454, 2.842], [-0.512, 4.315, 4.431], [-1.948, 3.977, 3.350], [-0.356, 4.039, 2.663], [-0.667, 1.996, 4.797], [0.553, 2.181, 3.606], [-0.925, 1.590, 1.938], [3.036, 2.604, -0.125], [2.285, 3.752, 0.465], [2.424, 4.762, -0.490], [2.644, 2.399, -1.121], [2.895, 1.723, 0.501], [4.118, 2.740, -0.136], [2.639, 3.955, 1.476], [1.228, 3.611, 0.688], [3.316, 5.111, -0.427], [4.082, -0.420, -1.407], [5.302, -1.114, -0.808], [4.746, -2.452, -0.532], [3.326, -0.309, -0.630], [3.708, -0.925, -2.298], [4.297, 0.563, -1.827], [5.509, -0.574, 0.116], [6.089, -1.244, -1.550], [4.202, -2.314, 0.247], [0.097, 0.318, -4.679], [-1.179, -0.496, -4.572], [-1.066, -1.060, -3.306], [0.141, 0.816, -5.647], [0.990, -0.303, -4.610], [0.049, 1.071, -3.893], [-1.073, -1.304, -5.296], [-2.024, 0.127, -4.865], [-0.351, -1.673, -3.490], [-3.045, -4.083, 0.409], [-1.791, -3.365, -0.204], [-2.257, -2.546, -1.258], [-3.885, -4.194, -0.277], [-3.358, -3.461, 1.247], [-2.803, -4.961, 1.008], [-1.144, -4.175, -0.541], [-1.223, -2.766, 0.508], [-2.475, -3.036, -2.055], [-3.441, -0.761, 5.405], [-2.629, -1.463, 4.317], [-2.610, -0.756, 3.107], [-3.634, -1.434, 6.240], [-4.391, -0.404, 5.007], [-2.899, 0.115, 5.760], [-3.097, -2.405, 4.035], [-1.562, -1.599, 4.494], [-2.086, 0.023, 3.306], [1.355, 3.743, -5.064], [1.951, 3.505, -3.703], [1.237, 4.413, -2.812], [1.567, 4.782, -5.319], [0.290, 3.653, -5.279], [1.893, 3.049, -5.709], [3.033, 3.639, -3.717], [1.741, 2.495, -3.351], [1.644, 4.417, -1.942], [-2.253, 3.197, -0.183], [-1.676, 2.792, -1.585], [-2.181, 1.614, -2.153], [-1.789, 4.108, 0.194], [-2.308, 2.365, 0.519], [-3.273, 3.577, -0.251], [-0.588, 2.834, -1.530], [-1.874, 3.618, -2.269], [-2.514, 1.865, -3.018], [-5.746, 0.103, 0.866], [-4.355, 0.713, 0.629], [-3.349, -0.256, 0.483], [-6.499, 0.879, 0.728], [-5.712, -0.547, 1.741], [-5.980, -0.669, 0.133], [-4.104, 1.342, 1.483], [-4.444, 1.287, -0.293], [-3.165, -0.609, 1.357], [2.103, -4.568, -0.791], [1.537, -5.856, -1.444], [1.748, -6.851, -0.472], [3.145, -4.661, -0.483], [1.695, -4.440, 0.212], [2.169, -3.628, -1.338], [2.041, -6.198, -2.347], [0.465, -5.717, -1.586], [1.652, -7.689, -0.931]], "mulliken_charge": [0.8993, -0.2029, -1.2671, 0.0427, -0.2949, 0.3119, 0.3737, 0.3325, 0.0948, 0.2567, -0.0862, -0.9639, -0.3676, -0.2627, 0.3973, 0.2855, 0.0613, 0.4304, 0.2367, -0.2322, 0.0027, -0.2101, -0.5814, -0.1671, -0.0209, 0.4927, 0.3817, -0.2094, 0.3394, -0.4570, -0.4857, -0.5012, -0.0873, 0.2530, 0.4005, 0.2457, 0.3312, 0.3893, -0.6892, -0.5337, -0.1802, 0.4209, 0.4448, -0.1967, 0.3073, 0.4389, 0.1698, -1.0813, 0.4347, -0.3217, 0.3337, 0.1455, 0.3750, -0.1592, 0.0900, 0.2223, -1.0772, -0.2703, -0.3045, 0.3848, 0.2609, 0.2703, 0.2832, 0.3216, 0.2012, -1.4874, 0.5427, -0.5781, 0.4018, 0.2587, 0.3895, 0.3420, -0.1899, 0.3305, -0.6866, -0.3368, -0.1924, 0.4315, -0.4014, 0.4402, 0.1346, 0.4736, 0.1807, -1.4544, -0.1960, 0.6074, 0.4020, 0.3146, 0.3145, 0.2075, 0.3663, -0.0890, -1.0964, -0.2805, -0.5316, 0.4439, 0.3114, 0.3454, 0.3765, 0.1432, 0.3099]}